*w*
# C24H43FP2Tm

A molecular structure, C24H43FP2Tm (wB97M-V/def2-TZVPD, the OMol25 dataset).

Geometry as XYZ:
```
71
C24H43FP2Tm, DFT wB97M-V/def2-TZVPD
Tm 0.0251 1.0294 1.9721
C -2.3864 0.8479 2.6609
C -1.8154 -0.4766 2.6731
C -0.7260 0.7793 4.2817
C -1.7120 1.6097 3.6607
C -0.7574 -0.5039 3.6499
C -3.5546 1.3321 1.8946
H -3.4073 1.1710 0.8199
H -3.6970 2.4113 2.0616
H -4.4939 0.8248 2.1660
C -2.0956 2.9484 4.1800
H -3.1350 3.1653 3.9104
H -1.4643 3.7446 3.7629
H -2.0026 2.9923 5.2788
C 0.0442 1.1682 5.4920
H -0.5708 1.7712 6.1699
H 0.9301 1.7525 5.2218
H 0.3846 0.2939 6.0474
C -0.0273 -1.6904 4.1704
H -0.5070 -2.0274 5.1122
H 1.0264 -1.4352 4.3919
H -0.0506 -2.5180 3.4453
C -2.3525 -1.6721 1.9821
H -2.2612 -2.5523 2.6303
H -1.8234 -1.9408 1.0551
H -3.4050 -1.5226 1.7145
C -3.0954 0.7753 -1.5425
C -3.7911 -0.2812 -1.0740
C -3.6830 -1.7113 -1.5148
C -2.5057 -2.0543 -2.4485
C -1.2371 -2.4215 -1.7452
C -0.4522 -1.5360 -1.1184
C -0.8909 -0.1595 -0.6393
C -1.6006 0.7225 -1.7073
H -4.5995 -1.9303 -2.0872
H -2.3611 -1.2566 -3.1850
H -3.6694 -2.4177 -0.6634
H -1.3332 0.3566 -2.6978
H -3.5933 1.7437 -1.7311
H -4.6805 -0.1108 -0.4526
H -1.2197 1.7496 -1.5941
H -1.6054 -0.2353 0.2055
H 0.5731 -1.8030 -0.8408
H 0.0222 0.4000 -0.2719
H -2.8060 -2.9204 -3.0513
H -0.9811 -3.4900 -1.7616
P 1.8208 0.4068 -2.8500
P 4.1785 -0.0416 -1.0339
C 3.4649 0.2979 -3.7592
C 4.6201 0.5054 -2.7887
H 3.4899 1.0615 -4.5523
H 3.5299 -0.6921 -4.2380
H 5.5232 -0.0487 -3.0940
H 4.8899 1.5719 -2.7187
C 5.9198 0.1970 -0.4866
H 6.0471 -0.2116 0.5192
H 6.1292 1.2714 -0.4507
H 6.6253 -0.2815 -1.1770
C 4.2655 -1.8476 -1.3721
H 5.0465 -2.0956 -2.0960
H 3.3087 -2.2279 -1.7335
H 4.4804 -2.3536 -0.4290
C 1.4653 2.1717 -3.2612
H 0.4714 2.4223 -2.8663
H 1.4741 2.3254 -4.3518
H 2.2118 2.8188 -2.7794
C 0.8337 -0.4291 -4.1701
H 1.4712 -1.1367 -4.7208
H 0.3942 0.2991 -4.8686
H 0.0374 -1.0122 -3.6904
F 1.6459 2.1068 2.4848
```

Calculated values
spin multiplicity: 3
frontier orbital gap (spin up / spin down): 6.38 / 6.43 eV
HOMO energy (spin up / spin down): -0.379 / -0.379 Ha
lowest unoccupied orbital energy (spin up / spin down): -3.948 / -3.894 eV
total charge: +1



*x*
# C24H43FP2Tm

A molecular structure, C24H43FP2Tm (wB97M-V/def2-TZVPD, the OMol25 dataset).

Geometry as XYZ:
```
71
C24H43FP2Tm, DFT wB97M-V/def2-TZVPD
Tm -1.2851 -0.5441 2.4143
C -2.8734 1.6360 2.7124
C -3.3242 1.0081 1.5159
C -3.4996 -0.5437 3.2338
C -2.9371 0.6625 3.7739
C -3.6143 -0.3660 1.8085
C -2.6571 3.0812 2.9222
H -2.1325 3.5517 2.0784
H -2.0502 3.2425 3.8197
H -3.5999 3.6483 3.0604
C -2.4225 0.8095 5.1495
H -2.4203 1.8594 5.4689
H -1.3891 0.4128 5.2452
H -3.0426 0.2730 5.8802
C -3.8490 -1.7479 3.9937
H -4.3528 -1.4519 4.9246
H -2.9848 -2.3571 4.2891
H -4.5592 -2.3601 3.4179
C -4.0248 -1.3839 0.8313
H -5.1165 -1.4993 0.7919
H -3.6166 -2.3617 1.1122
H -3.6816 -1.1405 -0.1840
C -3.5542 1.6652 0.2069
H -4.5022 1.3508 -0.2683
H -2.7423 1.4118 -0.4959
H -3.5789 2.7664 0.2871
C 0.4031 2.9371 0.6151
C -0.4719 3.7542 0.0035
C -0.9500 3.6945 -1.4066
C -0.1767 2.7950 -2.4357
C -0.4625 1.3290 -2.4470
C -0.0264 0.3648 -1.6237
C 0.6167 0.5309 -0.2488
C 1.2991 1.8931 0.0206
H -0.8699 4.7492 -1.7388
H 0.8911 3.0433 -2.3468
H -2.0275 3.4568 -1.4562
H 1.8123 2.2475 -0.8840
H 0.4169 2.9654 1.7228
H -1.0263 4.4631 0.6262
H 2.0910 1.7096 0.7783
H -0.0771 0.2809 0.6157
H -0.2785 -0.6725 -1.9078
H 1.3985 -0.2578 -0.1726
H -0.5191 3.1291 -3.4331
H -1.1425 1.0166 -3.2663
P 3.1598 -0.7218 -1.6457
P 2.6022 -3.5793 -1.7366
C 4.4456 -1.6734 -2.6417
C 4.3565 -3.1498 -2.2671
H 5.4371 -1.2461 -2.4251
H 4.2596 -1.5162 -3.7165
H 4.6484 -3.7959 -3.1055
H 5.0303 -3.3864 -1.4286
C 2.9628 -5.3769 -1.5683
H 2.0204 -5.9043 -1.3949
H 3.6358 -5.5411 -0.7207
H 3.4289 -5.7841 -2.4733
C 1.9069 -3.6789 -3.4421
H 2.6300 -4.0824 -4.1561
H 1.5697 -2.7003 -3.7886
H 1.0501 -4.3569 -3.4054
C 4.2663 -0.1399 -0.2960
H 3.7281 0.5783 0.3374
H 5.1678 0.3302 -0.7187
H 4.5623 -1.0058 0.3141
C 3.1005 0.7493 -2.7356
H 2.9820 0.4007 -3.7721
H 4.0228 1.3421 -2.6641
H 2.2317 1.3729 -2.4899
F -0.2951 -2.1865 2.9366
```

Calculated values
spin multiplicity: 3
frontier orbital gap (spin up / spin down): 5.61 / 5.68 eV
HOMO energy (spin up / spin down): -0.357 / -0.357 Ha
lowest unoccupied orbital energy (spin up / spin down): -4.104 / -4.040 eV
total charge: +1



Which of them is the most stable? Correct choice: *x*.



*w*
# C3H5N3S2

A single C3H5N3S2 molecule (wB97M-V/def2-TZVPD, the OMol25 dataset).

Geometry as XYZ:
```
13
C3H5N3S2, DFT wB97M-V/def2-TZVPD
H -0.1444 -2.3555 -2.4738
N 0.3378 -2.0396 -1.6477
C -0.1137 -1.0070 -0.8737
N 0.3087 -0.8387 0.4415
C 0.8392 0.3984 0.9177
N 1.9904 0.2091 1.3664
H 2.6788 0.9808 1.6136
S 0.1514 1.9545 0.5000
C -1.4483 1.4014 0.1219
S -1.6544 0.0647 -1.2360
H 1.0604 -1.6174 0.4452
H -1.7826 0.6797 0.9737
H -2.2232 2.1696 -0.1486
```

Calculated values
spin multiplicity: 1
frontier orbital gap: 9.56 eV
HOMO energy: -0.337 Ha
structure (SMILES): [H]/N=C1/N/C(=N/[H])SCS1
lowest unoccupied orbital energy: 0.378 eV



*x*
# C3H5N3S2

A single C3H5N3S2 molecule (wB97M-V/def2-TZVPD, the OMol25 dataset).

Geometry as XYZ:
```
13
C3H5N3S2, DFT wB97M-V/def2-TZVPD
S -0.4417 -0.1775 -3.0004
N -0.9387 -0.9939 -1.6406
C -0.5990 -0.5423 -0.5308
C -0.1149 0.8772 -0.0483
N 0.1407 0.5163 1.3487
S 1.3275 1.0398 2.4355
C -0.1400 -0.8302 1.6213
N -0.4598 -1.5027 0.6330
H -0.7557 -0.8455 -4.1015
H -1.0465 1.7064 0.0402
H 0.7719 1.3422 -0.6433
H 0.7013 2.2674 2.4831
H 0.0842 -1.4348 2.6193
```

Calculated values
spin multiplicity: 1
frontier orbital gap: 8.95 eV
HOMO energy: -0.310 Ha
structure (SMILES): S/N=C1\CN(S)C=N1
lowest unoccupied orbital energy: 0.516 eV



Which of them is the most stable? Correct choice: *w*.